Entry 1:
10
Properties=species:S:1:pos:R:3:forces:R:3:mulliken_charge:R:1 method="wB97M-V/def2-TZVPD" mol_weight_g_mol=105.017 charge=0 homo_energy_ev=-8.54 smiles="C=PN1CP1" energy_ha=-816.56521 lumo_ev=0.39 de_lowest_kcal_mol=39.5
C -1.9116 1.0855 -0.2361 3.799 -1.819 0.146 -0.49
P -1.4801 -0.5058 0.1022 -1.297 1.272 -0.153 -0.04
N 0.1350 -0.4658 0.4570 0.784 1.652 0.598 -0.08
C 1.1744 -1.0797 -0.2364 0.029 -2.953 -1.365 -0.43
P 1.5473 0.6568 0.0152 -1.976 0.464 -0.907 -0.02
H -1.0910 1.8059 -0.4228 -0.833 -0.175 0.321 0.16
H -2.8836 1.3564 -0.1237 -2.711 0.960 -0.186 0.31
H 1.8330 -1.7540 0.3090 -0.246 -0.184 0.082 0.22
H 0.7595 -1.5549 -1.1728 1.370 0.823 0.392 0.32
H 1.9170 0.4556 1.3084 1.081 -0.042 1.072 0.05

Entry 2:
9
Properties=species:S:1:pos:R:3:forces:R:3:mulliken_charge:R:1 method="wB97M-V/def2-TZVPD" mol_weight_g_mol=75.136 charge=0 homo_energy_ev=-8.12 energy_ha=-531.88970 lumo_ev=0.35 de_lowest_kcal_mol=158.7
C 1.7181 0.1886 0.0384 3.514 3.417 -0.079 -0.70
C -2.0389 -0.1843 0.1217 -2.425 0.352 -2.600 -0.28
H 1.2970 1.5584 -0.2492 1.343 -4.772 0.538 0.26
H 2.3319 0.3642 1.2897 -1.494 -0.864 -4.286 0.24
H 2.5585 -0.5878 -1.1750 -1.457 2.689 3.456 0.21
H -2.6580 -1.1107 -0.2103 1.608 0.567 1.450 0.18
H -2.8397 0.6666 0.2214 2.056 -0.961 -0.341 0.21
N -0.7974 0.0405 -0.1396 -3.317 1.681 2.229 -0.21
S 0.4284 -0.9356 0.1030 0.172 -2.108 -0.368 0.10

Entry 3:
10
Properties=species:S:1:pos:R:3:forces:R:3:mulliken_charge:R:1 method="wB97M-V/def2-TZVPD" mol_weight_g_mol=107.203 charge=0 homo_energy_ev=-8.82 energy_ha=-930.22280 lumo_ev=-0.18 de_lowest_kcal_mol=73.2
C -0.0999 0.2821 0.4948 -3.005 -0.324 -1.023 -0.08
C -1.5825 0.4075 -0.5052 3.334 1.800 2.162 -0.84
N 2.0265 -1.4877 0.4419 -1.759 1.360 -1.085 -0.56
S 1.0945 1.5391 0.2032 0.079 0.121 0.012 -0.18
S 1.2195 -0.5088 -0.5501 0.716 -0.898 2.412 0.17
H -0.2487 -0.1336 1.5625 0.470 0.512 -1.993 0.38
H -1.9906 -0.5485 -0.3519 -0.703 -1.279 -0.469 0.31
H -1.1249 0.6289 -1.5260 -1.254 -0.214 1.350 0.29
H -2.3017 1.1775 -0.0425 1.435 -0.900 -1.028 0.29
H 3.0077 -1.3566 0.2733 0.687 -0.177 -0.338 0.23

Entry 4:
10
Properties=species:S:1:pos:R:3:forces:R:3:mulliken_charge:R:1 method="wB97M-V/def2-TZVPD" mol_weight_g_mol=107.203 charge=0 homo_energy_ev=-7.97 smiles="CS/C=N/S" energy_ha=-930.28568 lumo_ev=0.81 de_lowest_kcal_mol=33.7
C -1.6657 0.7471 -0.0375 -0.124 0.655 0.418 -0.75
S -1.3162 -1.0267 -0.0059 -0.766 0.103 0.019 -0.04
C 0.3844 -1.1720 -0.0536 2.665 1.967 0.849 0.06
N 1.2037 -0.1257 -0.0267 -4.078 -2.234 -0.289 -0.34
S 2.8054 -0.3623 -0.0229 1.970 -0.857 0.002 -0.15
H -1.0799 1.2370 -0.8599 -0.990 -0.458 0.548 0.27
H -1.3972 1.2883 0.9111 -0.107 -0.816 -0.777 0.27
H -2.7977 0.7606 -0.1118 1.445 0.306 -0.362 0.29
H 0.6849 -2.2488 0.0731 0.045 1.005 -0.418 0.27
H 3.1782 0.9025 0.1341 -0.060 0.329 0.010 0.13

Entry 5:
10
Properties=species:S:1:pos:R:3:forces:R:3:mulliken_charge:R:1 method="wB97M-V/def2-TZVPD" mol_weight_g_mol=107.203 charge=0 homo_energy_ev="-7.20 / -7.20" energy_ha=-930.24753 lumo_ev="-0.43 / -0.43" de_lowest_kcal_mol=57.7
C 0.8892 0.9907 -0.7958 0.683 0.744 4.465 -0.19
C -0.7981 0.0372 0.6378 0.016 -1.238 -0.133 -0.87
N 0.4573 0.6941 0.4259 0.205 0.727 -3.609 -0.04
S 2.7069 2.2544 2.0810 -0.344 -0.268 -0.961 -0.39
S 1.1100 1.1216 1.9393 0.125 0.122 1.496 0.06
H 1.6891 1.6590 -0.5725 1.177 0.483 -1.339 0.16
H 0.4962 0.7437 -1.7380 -0.778 -0.479 -0.628 0.29
H -1.6339 0.6697 0.4264 -0.361 0.715 0.255 0.29
H -0.8889 -0.7959 -0.0561 0.156 -0.314 0.225 0.35
H -0.7188 -0.2726 1.6689 -0.879 -0.491 0.229 0.34

Entry 6:
10
Properties=species:S:1:pos:R:3:forces:R:3:mulliken_charge:R:1 method="wB97M-V/def2-TZVPD" mol_weight_g_mol=107.203 charge=0 spin_multiplicity=3 homo_energy_ev="-5.93 / -9.29" energy_ha=-930.12347 lumo_ev="0.66 / -2.56" de_lowest_kcal_mol=55.2
C 1.0510 -0.2627 0.2412 5.985 -1.052 -2.070 -0.28
C -0.9670 0.9170 -0.0707 -1.527 -1.191 1.905 -0.37
N 0.3832 0.7964 -0.0405 -0.518 2.577 0.184 -0.26
S 2.9120 -0.3076 -0.3646 -2.974 -0.545 1.106 -0.21
S -1.9207 -0.6923 0.0946 -0.768 -0.465 -1.095 -0.24
H 0.6888 -1.0177 0.8232 -0.422 -1.744 1.917 0.43
H -1.3000 1.3464 0.9267 0.134 0.647 -1.598 0.28
H -1.2542 1.2892 -1.0074 -1.038 1.516 -0.892 0.38
H 3.0573 -1.3467 0.4810 0.367 0.100 -0.297 0.15
H -2.6504 -0.7220 -1.0834 0.762 0.156 0.841 0.12

Entry 7:
9
Properties=species:S:1:pos:R:3:forces:R:3:mulliken_charge:R:1 method="wB97M-V/def2-TZVPD" mol_weight_g_mol=71.155 charge=0 homo_energy_ev=-9.12 smiles=C#CN[SiH3] energy_ha=-423.34727 lumo_ev=0.87 de_lowest_kcal_mol=44.7
C -2.3381 0.4341 -0.0591 -0.433 -0.802 0.255 -0.21
C -1.3508 -0.1773 0.2357 5.045 -1.599 -0.867 -0.22
N 0.0305 -0.7310 0.2548 -3.015 1.366 0.147 -0.23
Si 1.4799 0.2248 0.0014 -2.455 -0.219 0.550 0.39
H -3.3534 0.5423 -0.3104 -0.501 0.683 0.021 0.36
H 0.1274 -1.6979 -0.0169 -0.743 -0.082 0.083 0.27
H 1.1824 1.3467 0.7909 0.164 1.332 0.987 -0.12
H 1.7216 0.6780 -1.2942 0.294 0.473 -1.862 -0.12
H 2.5006 -0.6197 0.3977 1.643 -1.151 0.687 -0.12

Entry 8:
8
Properties=species:S:1:pos:R:3:forces:R:3:mulliken_charge:R:1 method="wB97M-V/def2-TZVPD" mol_weight_g_mol=45.061 charge=0 spin_multiplicity=2 homo_energy_ev="-10.51 / -10.51" energy_ha=-154.19849 lumo_ev="-0.20 / -2.13" de_lowest_kcal_mol=96.3
C 2.9809 1.1945 0.1866 -6.620 -1.222 0.475 -0.79
C -1.8339 -0.1526 0.2472 1.093 -3.540 -2.405 0.06
O -2.6363 -1.0597 -0.1670 3.325 4.724 2.317 -0.40
H 2.1094 1.7075 0.6681 2.021 2.261 1.029 0.25
H 2.4702 0.3077 0.5836 2.654 -1.693 1.133 0.27
H 2.2463 1.0540 -0.6168 1.950 0.653 -2.639 0.27
H -1.0364 -0.2834 1.1185 -2.345 -0.148 -0.669 0.17
H -1.3255 0.6801 -0.4313 -2.078 -1.035 0.759 0.17

Entry 9:
10
Properties=species:S:1:pos:R:3:forces:R:3:mulliken_charge:R:1 method="wB97M-V/def2-TZVPD" mol_weight_g_mol=92.034 charge=0 homo_energy_ev=-9.52 energy_ha=-570.94546 lumo_ev=-0.13 de_lowest_kcal_mol=56.2
C 0.0877 -1.7375 -2.1553 0.199 0.808 0.376 0.03
C 0.1776 1.9542 1.7538 -3.503 -2.309 -0.542 -0.64
O 0.6876 -0.3517 0.4782 -0.205 -0.929 -0.879 -0.56
O -0.9287 -2.2308 -2.5730 0.519 0.705 0.130 -0.43
P -0.3334 0.5443 1.0283 0.630 1.125 1.491 0.48
H 0.9133 -2.2964 -1.7422 0.416 -1.085 0.155 0.21
H 0.3861 -0.6502 -2.0381 -1.117 -0.407 -0.652 0.18
H -0.4428 2.5511 2.3533 -1.044 0.697 0.405 0.27
H 1.1583 2.2131 1.7337 2.810 0.434 -0.397 0.30
H -1.7057 0.0039 1.1613 1.295 0.961 -0.087 0.15

Entry 10:
10
Properties=species:S:1:pos:R:3:forces:R:3:mulliken_charge:R:1 method="wB97M-V/def2-TZVPD" mol_weight_g_mol=77.059 charge=0 spin_multiplicity=2 homo_energy_ev="-10.08 / -10.07" energy_ha=-304.78174 lumo_ev="0.68 / -4.75" de_lowest_kcal_mol=51.6
C -2.0733 0.4837 -0.2188 -1.629 3.364 -0.307 -0.53
O -1.7239 0.9334 1.1109 3.073 -0.794 -1.241 -0.50
H -3.0572 1.0745 -0.3570 1.045 -1.548 -0.217 0.23
H -1.3900 1.0933 -1.0125 -1.198 -2.416 1.487 0.24
H -2.2602 -0.6263 -0.2046 0.631 1.134 -0.781 0.20
O 2.3028 -0.4129 -1.1033 -1.141 -2.031 1.334 -0.35
C 1.4680 -0.8586 -0.2891 -0.298 2.712 -0.472 0.40
O 0.6360 -0.2769 0.4717 1.639 -2.334 -0.934 -0.41
H 1.3344 -2.0458 -0.2426 0.262 1.434 -0.018 0.28
H -0.7151 0.8051 1.0299 -2.385 0.479 1.148 0.43

Entry 11:
11
Properties=species:S:1:pos:R:3:forces:R:3:mulliken_charge:R:1 method="wB97M-V/def2-TZVPD" mol_weight_g_mol=108.033 charge=0 homo_energy_ev=-9.02 energy_ha=-646.18397 lumo_ev=0.69 de_lowest_kcal_mol=86.7
C 0.6809 0.5930 1.3525 1.702 1.360 0.411 -0.07
C -0.8668 -1.0636 0.8828 -4.657 0.472 1.242 -0.60
O 0.7102 0.6364 -0.0399 -0.150 0.290 -0.154 -0.20
O -0.0739 -0.3090 1.8042 -1.255 -0.564 -0.020 -0.05
O 1.7754 2.9023 0.5936 1.709 1.851 1.951 -0.47
P 1.3307 2.1023 -0.4941 -0.362 -0.838 -2.768 0.47
H -0.1677 -1.6051 0.3430 0.464 -1.311 -1.589 0.30
H -1.6392 -0.4065 0.3326 1.989 -0.659 0.182 0.25
H -1.6572 -1.6671 1.4668 2.001 0.364 -0.469 0.24
H 2.2113 1.9490 -1.6851 -0.568 -0.666 1.500 0.08
H 0.3027 2.7364 -1.1579 -0.873 -0.299 -0.286 0.05

Entry 12:
12
Properties=species:S:1:pos:R:3:forces:R:3:mulliken_charge:R:1 method="wB97M-V/def2-TZVPD" mol_weight_g_mol=125.125 charge=-1 homo_energy_ev=-3.61 smiles="CO[S@@](=O)(O)=C[O-]" energy_ha=-778.30238 lumo_ev=3.89 de_lowest_kcal_mol=82.4
C -1.6062 0.8015 -0.2627 0.785 1.174 -0.943 -0.55
O -0.6595 0.1806 -1.1114 -0.622 0.697 0.085 -0.54
S 1.0359 0.1719 -0.2515 1.372 0.443 -2.355 0.49
O 0.7052 1.1578 0.7757 0.511 0.359 1.204 -0.63
O 2.6796 -0.3705 0.3218 -0.880 -1.910 0.551 -0.63
C 0.2496 -1.4026 0.0822 1.111 -0.996 -1.874 0.17
O -0.4175 -1.6422 1.0219 -1.214 -0.464 2.022 -0.49
H -1.1205 1.6992 0.2884 -1.251 -1.507 -0.820 0.21
H -1.9072 0.0278 0.3940 -0.781 -0.403 1.464 0.25
H -2.4671 1.1075 -0.8686 -0.019 0.132 0.019 0.23
H 3.1004 0.4610 0.3494 0.964 1.483 0.147 0.27
H 0.4071 -2.1919 -0.7392 0.025 0.992 0.500 0.24

Entry 13:
13
Properties=species:S:1:pos:R:3:forces:R:3:mulliken_charge:R:1 method="wB97M-V/def2-TZVPD" mol_weight_g_mol=157.192 charge=-1 homo_energy_ev=-5.11 smiles="C[C@](O)(S)S(=O)(=O)[O-]" energy_ha=-1176.61760 lumo_ev=3.40 de_lowest_kcal_mol=0.0
C -0.3775 -1.5169 -0.0017 -1.815 0.742 1.106 -1.15
C 0.3385 -0.2667 -0.4197 -0.066 1.062 1.206 0.40
O 0.1780 0.0028 -1.7608 0.314 0.013 -0.423 -0.56
S 2.1503 -0.2302 0.1509 -0.593 -0.224 -0.635 -0.34
S -0.4899 1.2710 0.4258 -0.766 -2.569 0.583 1.17
O 0.0272 1.2124 1.7717 0.100 0.260 1.198 -0.71
O 0.0373 2.3038 -0.3927 1.157 2.183 -1.675 -0.72
O -1.9414 1.1700 0.3287 0.246 -0.522 0.024 -0.66
H -0.2445 -1.7916 1.0653 0.486 0.277 -0.694 0.27
H -0.2213 -2.3783 -0.6328 0.120 -0.132 -0.313 0.36
H -1.4442 -1.1576 -0.0097 0.578 -0.894 -0.411 0.31
H 0.2281 0.9842 -1.7883 0.046 -0.283 -0.252 0.44
H 1.7593 0.3969 1.2634 0.194 0.088 0.286 0.18

Entry 14:
9
Properties=species:S:1:pos:R:3:forces:R:3:mulliken_charge:R:1 method="wB97M-V/def2-TZVPD" mol_weight_g_mol=76.035 charge=0 homo_energy_ev=-9.72 smiles=P[C@@H]1CO1 energy_ha=-495.69731 lumo_ev=1.05 de_lowest_kcal_mol=52.2
P -0.9060 0.9162 -1.2970 -0.085 -2.242 0.130 -0.07
C -0.1126 -0.3621 -0.1225 -0.762 1.689 1.477 -0.15
C 0.3194 -0.1998 1.3346 -2.698 0.530 1.472 -0.22
O 1.2056 -0.4727 0.3399 2.117 -0.106 -1.197 -0.37
H -0.5838 0.1308 -2.5014 -0.354 0.524 0.812 0.05
H 0.2660 1.5455 -1.3997 1.635 1.436 -0.242 0.04
H -0.5290 -1.3066 -0.2750 -0.767 -1.527 -0.389 0.31
H 0.3811 0.7867 1.9060 0.012 -1.154 -1.236 0.23
H -0.0407 -1.0380 2.0150 0.902 0.850 -0.828 0.19

Entry 15:
10
Properties=species:S:1:pos:R:3:forces:R:3:mulliken_charge:R:1 method="wB97M-V/def2-TZVPD" mol_weight_g_mol=108.102 charge=0 homo_energy_ev=-8.76 smiles="C=PO.C=S" energy_ha=-893.91129 lumo_ev=-0.26 de_lowest_kcal_mol=38.6
C 1.3163 -1.1012 -0.1073 -1.783 0.858 2.514 -0.62
P -0.0781 -1.6516 -0.7953 -0.116 -0.228 0.917 0.18
O -1.0720 -1.7859 0.5616 1.520 0.612 -0.545 -0.49
H 1.2367 -0.7725 1.0028 0.365 -0.875 -1.825 0.26
H 2.1304 -0.6880 -0.6352 0.840 -0.004 -0.725 0.37
H -1.8807 -2.2370 0.3742 -0.800 -0.459 -0.343 0.31
C -0.3814 2.0077 -0.0636 -0.119 -1.349 1.499 -0.23
S -0.7236 3.1872 -1.0708 0.126 0.121 -0.205 -0.22
H -1.1193 1.5941 0.6752 0.363 0.540 -0.744 0.24
H 0.5719 1.4473 0.0583 -0.397 0.783 -0.542 0.19

Entry 16:
10
Properties=species:S:1:pos:R:3:forces:R:3:mulliken_charge:R:1 method="wB97M-V/def2-TZVPD" mol_weight_g_mol=108.102 charge=0 homo_energy_ev="-8.91 / -8.72" energy_ha=-893.87180 lumo_ev="-1.05 / -1.09" de_lowest_kcal_mol=63.4
C -0.7179 1.0309 -0.0253 -3.531 -2.567 -1.171 -0.27
C 1.1684 -0.8110 0.3926 0.858 -1.862 1.551 -0.90
O -3.2546 0.1039 -0.3077 0.211 -0.373 0.036 -0.47
P 1.0220 0.9663 0.1122 0.794 0.223 2.510 0.02
S -1.8928 -0.4095 -0.0641 2.250 4.037 0.240 0.37
H -1.1702 1.9873 -0.3311 -0.146 -0.542 0.337 0.38
H 0.7213 -1.0862 1.3978 1.035 0.245 -0.807 0.29
H 2.2482 -1.2515 0.2380 -2.253 0.935 0.434 0.29
H 0.4535 -1.2632 -0.2836 0.382 -0.517 -0.530 0.28
H 1.4220 0.7330 -1.1288 0.400 0.421 -2.600 0.02

Entry 17:
10
Properties=species:S:1:pos:R:3:forces:R:3:mulliken_charge:R:1 method="wB97M-V/def2-TZVPD" mol_weight_g_mol=108.102 charge=0 homo_energy_ev=-8.92 smiles="CSC(=O)P" energy_ha=-893.92222 lumo_ev=0.71 de_lowest_kcal_mol=31.8
C -2.0506 -0.1165 0.0510 -0.339 -4.882 0.956 -0.80
S -0.4998 -0.8892 0.6750 -0.690 -0.277 0.188 -0.03
C 0.6560 0.2491 0.1373 3.058 -0.152 0.533 0.30
O 0.4527 1.2460 -0.4656 -0.457 0.829 -0.448 -0.45
P 2.7456 -0.2621 0.4960 -2.909 -0.982 1.427 -0.03
H -2.6908 -1.1182 -0.1268 0.886 2.751 0.623 0.28
H -1.8810 0.3382 -0.8449 0.593 1.079 -2.543 0.32
H -2.3902 0.5933 0.7403 -0.919 0.609 1.129 0.30
H 3.1173 0.9394 0.0040 0.320 1.178 -0.988 0.06
H 2.5408 -0.9801 -0.6662 0.458 -0.153 -0.877 0.06

Entry 18:
12
Properties=species:S:1:pos:R:3:forces:R:3:mulliken_charge:R:1 method="wB97M-V/def2-TZVPD" mol_weight_g_mol=172.236 charge=0 homo_energy_ev="-8.32 / -8.15" energy_ha=-1690.28467 lumo_ev="-1.37 / -1.62" de_lowest_kcal_mol=66.9
C 0.6311 -0.1621 1.5072 -1.446 1.081 1.025 -0.81
C -0.2400 0.2090 0.3069 0.566 0.894 1.614 0.52
O 0.7972 -1.6767 -1.2469 0.578 -0.601 -0.407 -0.59
P 0.2442 -0.3033 -1.2383 -0.985 -0.683 -0.745 0.41
S 2.3110 0.3412 0.9626 0.042 -0.352 0.415 -0.17
S -1.0652 1.7183 0.4192 -0.039 0.318 0.399 -0.16
S -1.6547 -0.0432 -2.1571 -1.149 2.245 2.650 -0.27
H 0.2255 0.3829 2.4592 1.086 -1.015 -1.675 0.37
H 0.7407 -1.2399 1.6769 -0.587 0.326 0.000 0.30
H 2.1062 -0.6869 0.1047 1.132 0.216 -0.057 0.15
H -1.0819 1.9554 -0.9066 -0.233 0.138 0.188 0.12
H -1.3611 -0.7990 -3.0711 1.035 -2.567 -3.407 0.12

Entry 19:
9
Properties=species:S:1:pos:R:3:forces:R:3:mulliken_charge:R:1 method="wB97M-V/def2-TZVPD" mol_weight_g_mol=218.101 charge=+1 spin_multiplicity=3 homo_energy_ev="-14.92 / -14.03" energy_ha=-1312.69425 lumo_ev="-5.63 / -7.23" de_lowest_kcal_mol=0.0
C 1.2797 -1.2040 -0.0833 2.063 -2.110 0.630 -0.88
C 2.4493 -0.6809 0.7640 -0.703 1.201 -0.007 -0.92
H 1.7037 -1.7418 -0.9530 -0.428 0.751 -0.416 0.41
H 0.7387 -2.0209 0.4311 -0.577 0.776 0.118 0.39
H 3.1570 -1.4771 1.0573 -0.442 -0.018 -0.270 0.32
H 2.1031 -0.1995 1.6926 0.114 -0.279 -0.216 0.34
Yb -0.4324 0.3320 -0.9142 -0.748 0.494 0.887 1.61
O -1.8165 1.1851 0.5001 0.815 -0.499 -0.808 -0.60
H 3.0394 0.0764 0.2236 -0.095 -0.316 0.082 0.33

Entry 20:
8
Properties=species:S:1:pos:R:3:forces:R:3:mulliken_charge:R:1 method="wB97M-V/def2-TZVPD" mol_weight_g_mol=60.036 charge=0 spin_multiplicity=3 homo_energy_ev="-4.55 / -10.61" energy_ha=-420.29326 lumo_ev="1.09 / -3.22" de_lowest_kcal_mol=53.9
C -0.8106 0.0301 -0.0852 -1.927 -0.791 -1.005 -0.54
C 0.5412 0.0492 0.5915 0.336 2.382 2.319 -0.53
P 0.5210 0.7534 -1.0566 -0.075 0.950 0.630 -0.08
H -1.2166 -0.9421 -0.6650 0.833 2.079 1.583 0.26
H -1.5007 0.7469 0.4070 0.113 -1.017 -0.571 0.32
H 0.5378 0.8321 1.4513 -0.063 -1.310 -1.633 0.25
H 1.1055 -0.7923 0.9258 0.247 -0.857 -0.472 0.29
H 0.8224 -0.6773 -1.5687 0.536 -1.435 -0.851 0.03